C22H31NO5 | ωB97M-V with the def2-TZVPD basis set

```
59
Properties=species:S:1:pos:R:3
C -3.495 -0.091 -3.069
C -3.842 -1.467 -2.507
O -3.755 -1.520 -1.099
C -2.531 -1.490 -0.486
C -1.322 -1.672 -1.145
C -0.120 -1.664 -0.459
C -0.091 -1.475 0.914
C 1.225 -1.403 1.655
C 2.142 -0.482 0.905
N 3.248 -0.968 0.366
C 3.723 -2.327 0.401
C 5.090 -2.397 -0.290
O 5.042 -1.990 -1.630
C 1.772 0.858 0.676
C 2.463 1.616 -0.340
O 3.482 1.220 -0.914
C 1.899 2.960 -0.739
C 0.395 3.085 -0.512
C -0.373 2.083 -1.378
C -0.063 4.504 -0.860
C 0.153 2.805 0.966
C 0.709 1.481 1.457
O 0.287 1.031 2.509
C -1.292 -1.297 1.578
C -2.509 -1.291 0.909
O -3.619 -1.132 1.692
C -4.621 -0.218 1.276
C -4.062 1.182 1.044
H -4.149 0.661 -2.635
H -2.465 0.173 -2.839
H -3.627 -0.092 -4.148
H -4.890 -1.700 -2.716
H -3.222 -2.246 -2.967
H -1.302 -1.829 -2.212
H 0.797 -1.793 -1.015
H 1.044 -1.002 2.651
H 1.657 -2.400 1.744
H 3.732 -0.307 -0.274
H 3.838 -2.671 1.435
H 3.021 -3.001 -0.112
H 5.785 -1.711 0.198
H 5.482 -3.421 -0.199
H 4.425 -2.548 -2.117
H 2.165 3.132 -1.785
H 2.422 3.717 -0.146
H -0.145 2.240 -2.431
H -0.115 1.060 -1.114
H -1.444 2.213 -1.236
H 0.475 5.241 -0.267
H -1.127 4.618 -0.663
H 0.115 4.714 -1.912
H -0.914 2.811 1.202
H 0.617 3.590 1.572
H -1.308 -1.125 2.642
H -5.330 -0.212 2.107
H -5.130 -0.580 0.376
H -3.382 1.180 0.195
H -3.514 1.513 1.924
H -4.874 1.876 0.846
```

Computed properties:
max |F|: 0.7 eV/Å
net charge: 0
SMILES string: CCOc1ccc(CC(NCCO)=C2C(=O)CC(C)(C)CC2=O)cc1OCC
orbital gap: 0.3155 Ha
energy relative to the best compared isomer or geometry (same formula, charge and spin): 49.9 kcal per mole

Here are the Mulliken charges for atoms 1 to 4, given in e:
1 C -0.75
2 C -0.57
3 O -0.50
4 C 0.87